{
  "formula": "C13H45NO10",
  "method": "the ωB97M-V functional and the def2-TZVPD basis",
  "e_tot_ev": -36174.501,
  "lumo_energy_ha": 0.013,
  "homo_energy_ev": -8.85,
  "e_above_lowest_kj_mol": 0.0,
  "symbols": ["C", "O", "H", "H", "H", "H", "C", "O", "H", "H", "H", "H", "C", "O", "H", "H", "H", "H", "C", "O", "H", "H", "H", "H", "O", "H", "H", "O", "H", "H", "O", "H", "H", "O", "H", "H", "O", "H", "H", "C", "C", "C", "C", "C", "C", "N", "O", "C", "C", "C", "H", "H", "H", "H", "H", "H", "H", "H", "H", "H", "H", "H", "H", "H", "H", "H", "H", "H", "H"],
  "coordinates": [[-9.174, 2.595, -5.930], [-8.480, 2.546, -4.690], [-8.454, 2.769, -6.733], [-9.737, 1.685, -6.152], [-9.934, 3.368, -5.869], [-8.097, 1.670, -4.600], [-14.789, -0.231, -3.750], [-14.660, 0.883, -4.648], [-15.654, -0.107, -3.096], [-14.877, -1.133, -4.347], [-13.907, -0.331, -3.113], [-14.229, 1.634, -4.202], [-12.134, 6.073, -4.843], [-13.234, 5.503, -4.122], [-11.229, 5.844, -4.275], [-12.033, 5.619, -5.830], [-12.206, 7.159, -4.887], [-14.086, 5.802, -4.495], [-10.705, -0.444, -4.532], [-10.859, -1.599, -5.328], [-11.242, 0.400, -4.958], [-11.102, -0.590, -3.518], [-9.649, -0.165, -4.434], [-10.364, -2.319, -4.931], [-11.656, 4.567, -8.665], [-10.757, 4.300, -8.873], [-11.923, 3.983, -7.936], [-13.854, 0.362, -7.258], [-13.588, -0.562, -7.222], [-14.310, 0.549, -6.407], [-12.346, 2.699, -6.577], [-12.994, 2.003, -6.779], [-12.478, 2.868, -5.632], [-15.451, 1.402, -9.525], [-14.907, 2.001, -10.045], [-14.952, 1.270, -8.705], [-12.716, 2.913, -3.715], [-13.012, 3.845, -3.616], [-12.155, 2.718, -2.957], [-15.446, 3.419, -5.806], [-16.429, 4.518, -5.384], [-16.734, 4.361, -3.912], [-17.388, 5.604, -3.288], [-16.592, 6.850, -3.580], [-16.356, 7.058, -5.072], [-15.777, 5.808, -5.574], [-15.199, 5.946, -6.843], [-17.644, 7.483, -5.795], [-15.336, 8.182, -5.250], [-17.725, 4.322, -6.191], [-15.472, 3.282, -6.888], [-15.718, 2.486, -5.317], [-14.427, 3.711, -5.554], [-17.405, 3.508, -3.757], [-15.833, 4.095, -3.343], [-17.571, 5.437, -2.223], [-18.406, 5.699, -3.691], [-15.617, 6.754, -3.089], [-17.091, 7.730, -3.168], [-17.612, 7.211, -6.850], [-18.528, 6.982, -5.389], [-17.833, 8.549, -5.672], [-15.624, 9.049, -4.652], [-14.315, 7.923, -4.972], [-15.303, 8.506, -6.294], [-17.942, 3.255, -6.291], [-17.723, 4.744, -7.200], [-18.608, 4.741, -5.698], [-15.899, 5.818, -7.506]],
  "atomic_forces_ev_per_a": [[-0.03, -0.26, -0.13], [-0.19, -0.15, 0.27], [-0.23, 0.20, -0.17], [0.18, -0.08, 0.08], [0.23, 0.30, -0.08], [0.09, 0.05, 0.01], [0.35, 0.55, 0.04], [0.02, -0.60, 0.50], [-0.10, -0.08, -0.14], [-0.14, -0.03, -0.03], [0.05, 0.00, -0.08], [0.14, -0.23, -0.01], [0.07, -0.39, 0.40], [0.21, 0.27, 0.27], [-0.08, -0.05, -0.01], [-0.11, 0.24, -0.12], [-0.11, 0.00, -0.22], [-0.05, -0.23, -0.37], [0.23, 0.13, 0.69], [-0.27, 0.04, -0.28], [-0.05, -0.17, -0.34], [0.04, -0.06, -0.06], [-0.07, 0.05, -0.03], [0.01, 0.01, 0.02], [0.02, 0.04, 0.05], [-0.01, -0.01, -0.01], [-0.05, -0.08, 0.01], [-0.47, 0.32, 0.29], [0.09, 0.05, -0.01], [0.24, -0.33, -0.14], [-0.20, -0.05, 0.10], [0.42, -0.01, -0.27], [0.24, 0.02, 0.02], [-0.02, 0.17, 0.08], [0.00, 0.00, 0.00], [0.05, -0.25, -0.12], [-0.26, -0.26, 0.27], [0.12, 0.19, -0.23], [0.04, 0.02, -0.10], [-0.14, 0.45, -0.26], [-0.20, -0.45, -0.62], [-0.30, 0.11, 1.16], [-0.75, -0.67, -0.27], [0.14, -0.06, 0.38], [-0.21, 0.31, -0.20], [1.00, 0.22, 0.72], [-0.34, -0.04, -0.31], [-0.50, -0.36, 0.28], [0.11, 0.35, -0.44], [-0.72, -0.02, 0.05], [0.02, -0.09, -0.01], [-0.10, 0.22, -0.22], [-0.12, -0.07, 0.13], [0.02, -0.01, -0.25], [0.14, 0.24, -0.21], [0.36, 0.13, 0.04], [0.17, 0.06, -0.08], [0.01, 0.15, -0.01], [0.05, 0.07, -0.03], [0.11, 0.32, -0.09], [0.12, -0.04, 0.00], [0.17, 0.04, -0.20], [-0.12, -0.07, 0.03], [-0.07, -0.24, 0.12], [0.03, -0.05, 0.08], [0.19, 0.04, -0.07], [0.28, -0.07, 0.02], [0.19, 0.12, 0.03], [0.07, 0.08, 0.05]]
}

{
  "formula": "C13H47N2O11",
  "method": "the ωB97M-V functional and the def2-TZVPD basis",
  "e_tot_ev": -39740.411,
  "lumo_energy_ha": 0.083,
  "homo_energy_ev": -1.70,
  "charge": -1,
  "symbols": ["N", "C", "C", "C", "N", "O", "H", "H", "H", "H", "H", "H", "H", "C", "O", "H", "H", "H", "H", "C", "O", "H", "H", "H", "H", "C", "O", "H", "H", "H", "H", "C", "O", "H", "H", "H", "H", "C", "O", "H", "H", "H", "H", "C", "O", "H", "H", "H", "H", "C", "O", "H", "H", "H", "H", "C", "O", "H", "H", "H", "H", "C", "O", "H", "H", "H", "H", "C", "O", "H", "H", "H", "H"],
  "coordinates": [[-1.898, 0.389, -0.950], [-1.290, 1.696, -0.900], [0.259, 1.635, -0.735], [0.836, 2.473, 0.388], [0.069, 3.462, 1.083], [1.964, 2.310, 0.726], [-1.315, -0.260, -0.428], [-1.493, 2.205, -1.849], [-1.770, 2.289, -0.092], [0.570, 0.610, -0.593], [0.755, 1.957, -1.648], [-0.517, 3.951, 0.410], [-0.580, 2.949, 1.675], [5.031, 3.874, 1.450], [4.581, 4.103, 0.129], [6.113, 3.761, 1.441], [4.764, 4.721, 2.092], [4.574, 2.962, 1.840], [3.622, 4.187, 0.183], [2.987, 0.676, 4.104], [3.501, 2.008, 4.143], [3.367, 0.139, 4.970], [1.896, 0.686, 4.136], [3.323, 0.176, 3.193], [3.157, 2.471, 3.369], [3.343, -3.279, 4.313], [1.977, -2.913, 4.136], [3.954, -2.653, 3.669], [3.638, -3.124, 5.354], [3.485, -4.328, 4.039], [1.455, -3.476, 4.716], [-3.849, 0.308, -4.324], [-2.467, 0.290, -4.012], [-3.959, 0.443, -5.403], [-4.318, -0.629, -4.033], [-4.341, 1.140, -3.807], [-2.407, 0.170, -3.040], [-6.631, -3.275, -4.515], [-6.113, -1.953, -4.587], [-6.193, -3.758, -3.646], [-7.720, -3.258, -4.404], [-6.365, -3.843, -5.412], [-6.503, -1.528, -5.358], [2.589, 4.921, 6.610], [2.134, 3.580, 6.530], [2.068, 5.407, 7.432], [3.666, 4.952, 6.803], [2.370, 5.459, 5.683], [2.603, 3.160, 5.797], [-2.448, 6.312, -0.943], [-2.137, 4.928, -1.030], [-1.923, 6.825, -1.745], [-3.524, 6.473, -1.061], [-2.122, 6.723, 0.018], [-2.607, 4.474, -0.321], [0.736, -5.451, 1.762], [0.155, -4.167, 1.628], [0.616, -5.976, 0.817], [1.804, -5.369, 1.992], [0.237, -6.023, 2.553], [0.272, -3.711, 2.468], [-0.306, -2.556, -3.370], [0.224, -1.243, -3.458], [0.142, -3.052, -2.514], [-1.391, -2.514, -3.233], [-0.071, -3.124, -4.275], [-0.193, -0.816, -4.214], [-0.598, -6.586, -4.497], [-0.130, -5.686, -3.502], [-1.518, -6.180, -4.909], [0.138, -6.689, -5.300], [-0.804, -7.570, -4.063], [0.685, -6.048, -3.141]],
  "atomic_forces_ev_per_a": [[-0.43, -0.01, -0.72], [-0.10, -1.40, -0.26], [-1.07, 1.17, 0.38], [-1.04, -0.25, -0.89], [-0.11, 0.33, -0.01], [2.35, -0.30, 1.01], [-0.01, -0.06, 0.05], [-0.15, 0.36, 0.06], [0.32, 0.46, -0.02], [0.11, -0.28, 0.19], [0.12, 0.12, -0.19], [-0.16, -0.17, -0.04], [-0.07, 0.11, 0.07], [-0.38, -0.01, -0.08], [0.09, 0.26, -0.06], [0.00, 0.00, -0.07], [0.11, -0.08, 0.16], [0.16, -0.01, 0.14], [0.00, -0.25, -0.14], [-0.01, 0.21, -0.22], [-0.11, 0.16, 0.21], [0.03, 0.08, 0.04], [0.00, -0.15, -0.02], [-0.11, -0.11, 0.02], [-0.02, -0.08, -0.03], [-0.32, -0.14, 0.13], [-0.05, -0.05, -0.05], [-0.09, 0.04, -0.04], [0.17, -0.03, -0.05], [0.20, 0.02, 0.01], [0.00, 0.12, 0.02], [0.50, 0.05, 0.27], [-0.23, -0.04, -0.33], [0.00, 0.01, -0.02], [-0.18, 0.05, -0.03], [-0.16, -0.03, -0.08], [0.56, 0.06, 0.72], [-0.03, 0.28, -0.19], [-0.22, -0.26, -0.02], [0.04, 0.05, 0.02], [-0.01, -0.14, 0.03], [-0.04, -0.12, 0.06], [0.11, 0.06, 0.07], [0.00, -0.32, -0.17], [0.03, 0.13, 0.09], [-0.02, -0.02, 0.01], [0.00, 0.15, 0.00], [0.05, 0.13, 0.05], [0.01, -0.20, -0.11], [-0.06, -0.33, 0.19], [0.06, 0.29, 0.08], [0.02, -0.04, -0.02], [0.02, 0.14, -0.01], [-0.03, 0.14, -0.04], [0.02, -0.22, -0.20], [-0.05, 0.35, 0.18], [-0.05, -0.24, 0.06], [-0.02, 0.02, -0.02], [0.02, -0.15, -0.01], [0.08, -0.14, -0.04], [0.11, 0.20, -0.19], [-0.12, 0.45, -0.24], [0.40, -0.19, -0.19], [0.03, 0.04, 0.02], [0.00, -0.13, 0.06], [-0.05, -0.17, 0.08], [-0.25, 0.16, 0.30], [0.26, 0.04, 0.23], [-0.07, -0.20, -0.07], [0.00, 0.05, 0.03], [-0.09, -0.07, -0.09], [-0.07, -0.05, -0.12], [-0.04, 0.13, 0.03]]
}

{
  "formula": "C13H48F3FeN24O15S",
  "method": "the ωB97M-V functional and the def2-TZVPD basis",
  "e_tot_ev": -134096.169,
  "s2": 20.027,
  "lumo_energy_ha": [-0.090, -0.322],
  "homo_energy_ev": [-6.73, -10.62],
  "multiplicity": 9,
  "charge": 1,
  "symbols": ["Fe", "C", "F", "F", "F", "S", "O", "O", "O", "C", "O", "N", "N", "H", "H", "H", "H", "C", "O", "N", "N", "H", "H", "H", "H", "C", "O", "N", "N", "H", "H", "H", "H", "C", "O", "N", "N", "H", "H", "H", "H", "C", "O", "N", "N", "H", "H", "H", "H", "C", "O", "N", "N", "H", "H", "H", "H", "C", "O", "N", "N", "H", "H", "H", "H", "C", "O", "N", "N", "H", "H", "H", "H", "C", "O", "N", "N", "H", "H", "H", "H", "C", "O", "N", "N", "H", "H", "H", "H", "C", "O", "N", "N", "H", "H", "H", "H", "C", "O", "N", "N", "H", "H", "H", "H"],
  "coordinates": [[-3.305, -43.697, 37.874], [-4.557, -39.152, 34.669], [-4.373, -37.978, 34.073], [-5.063, -38.848, 35.852], [-5.362, -39.975, 33.965], [-2.893, -40.110, 34.905], [-1.865, -39.212, 35.446], [-3.243, -41.164, 35.900], [-2.574, -40.664, 33.588], [-8.866, -36.621, 39.109], [-10.045, -36.621, 39.411], [-7.847, -36.749, 39.981], [-8.500, -36.548, 37.872], [-8.025, -36.694, 40.974], [-6.876, -36.903, 39.750], [-7.544, -36.227, 37.820], [-9.339, -36.278, 37.380], [-5.954, -41.687, 40.843], [-5.362, -42.305, 39.964], [-6.887, -40.831, 40.573], [-6.006, -42.082, 42.134], [-7.376, -40.409, 41.349], [-6.910, -40.539, 39.607], [-5.320, -42.778, 42.390], [-6.510, -41.602, 42.865], [-3.056, -34.190, 37.547], [-2.335, -33.543, 36.753], [-3.405, -33.843, 38.771], [-3.336, -35.447, 37.402], [-3.342, -34.635, 39.394], [-3.163, -32.936, 39.144], [-3.622, -35.901, 38.258], [-2.817, -35.922, 36.678], [-6.879, -45.494, 36.546], [-5.780, -45.013, 36.447], [-7.087, -46.757, 36.429], [-7.972, -44.692, 36.567], [-7.955, -47.272, 36.413], [-6.293, -47.367, 36.562], [-7.818, -43.701, 36.686], [-8.866, -45.007, 36.917], [-0.530, -45.155, 29.925], [0.151, -46.186, 29.945], [-0.491, -44.258, 29.009], [-1.639, -44.970, 30.570], [-1.202, -43.542, 29.058], [0.097, -44.432, 28.207], [-1.811, -44.106, 31.064], [-2.053, -45.842, 30.870], [-2.882, -39.035, 29.535], [-3.131, -38.556, 28.472], [-3.073, -40.318, 29.716], [-2.257, -38.375, 30.534], [-3.642, -40.774, 29.018], [-2.973, -40.571, 30.689], [-1.910, -37.428, 30.485], [-2.005, -38.930, 31.339], [-10.437, -40.147, 35.246], [-9.777, -40.547, 36.176], [-10.248, -40.591, 34.042], [-11.290, -39.152, 35.242], [-10.881, -40.152, 33.389], [-9.523, -41.267, 33.850], [-11.758, -38.860, 34.396], [-11.418, -38.703, 36.138], [1.918, -36.422, 36.409], [2.734, -35.596, 36.809], [0.834, -36.180, 35.777], [2.014, -37.737, 36.586], [0.712, -35.260, 35.379], [0.275, -36.984, 35.531], [1.243, -38.201, 36.128], [2.714, -38.132, 37.198], [-2.371, -38.060, 40.981], [-3.501, -38.062, 40.622], [-1.295, -38.173, 40.229], [-2.062, -37.783, 42.255], [-0.364, -38.039, 40.595], [-1.492, -38.153, 39.239], [-2.754, -37.618, 42.973], [-1.222, -38.261, 42.548], [2.365, -42.033, 34.799], [1.546, -42.133, 35.691], [1.987, -41.623, 33.600], [3.642, -42.322, 34.900], [2.641, -41.289, 32.907], [0.978, -41.650, 33.556], [3.986, -42.697, 35.773], [4.266, -41.968, 34.190], [-8.421, -35.353, 32.027], [-7.550, -34.461, 31.932], [-9.673, -35.260, 31.699], [-8.162, -36.432, 32.652], [-10.062, -34.410, 31.316], [-10.313, -36.003, 31.939], [-7.209, -36.731, 32.804], [-8.830, -36.506, 33.407], [-0.750, -46.548, 35.302], [-1.338, -45.699, 35.962], [-1.149, -47.738, 35.080], [0.184, -46.273, 34.453], [-0.509, -48.360, 34.608], [-1.706, -48.240, 35.758], [0.588, -45.348, 34.435], [0.556, -46.957, 33.809]],
  "atomic_forces_ev_per_a": [[-0.53, -0.50, 0.15], [0.37, 0.06, 0.16], [0.22, -0.78, -0.70], [-0.13, -0.86, 0.10], [0.69, 1.04, 0.69], [0.05, 0.65, -0.87], [-1.27, -0.89, -0.32], [0.44, 0.72, -0.68], [-0.33, 0.39, 1.38], [-1.36, -0.86, 2.86], [-0.66, 0.12, 0.84], [1.18, -0.13, 2.14], [1.10, 0.03, -2.65], [-0.25, -0.06, -0.35], [-0.35, 0.08, -0.28], [-0.43, 0.42, -1.47], [0.85, 0.39, -1.10], [-0.39, -2.92, 0.21], [1.44, 0.01, -0.29], [-1.60, 2.74, -1.05], [1.46, -0.91, 1.31], [-0.17, 0.39, -0.84], [-0.54, 0.44, 0.39], [-0.24, 0.19, 0.21], [0.28, -0.09, -0.30], [4.30, 3.04, -2.06], [-1.95, -0.52, 0.85], [-0.98, 1.85, 3.02], [-0.95, -4.14, -1.59], [-0.21, 0.84, 0.56], [0.09, -0.23, -0.21], [-0.02, -0.80, -0.80], [-0.27, -0.21, 0.29], [-1.40, 3.20, -0.63], [3.00, 1.02, 0.46], [-0.28, -5.39, 0.16], [-1.19, 0.69, 0.44], [-0.12, 0.74, 0.08], [0.01, 0.32, -0.17], [0.18, -0.20, -0.03], [0.22, -0.12, -0.10], [2.21, -4.01, -1.60], [-0.11, 0.65, 0.52], [2.15, 3.44, -3.54], [-4.39, -0.63, 4.72], [0.41, -0.19, -0.89], [0.07, 0.67, 0.16], [-0.31, -0.37, -0.05], [-0.05, 0.47, 0.79], [1.18, 1.98, -1.26], [-0.78, 1.80, -2.12], [-0.08, -2.76, 1.83], [0.43, -0.03, 1.87], [0.01, -0.11, 0.56], [-0.61, -1.10, -0.38], [-0.34, -0.35, -0.40], [0.17, 0.52, -0.01], [1.97, -0.46, 1.15], [0.33, -0.31, 1.86], [0.00, -1.36, -3.69], [-2.12, 2.47, 1.50], [0.86, -0.99, -0.88], [-0.50, 0.23, -0.23], [-0.05, 0.19, 0.70], [-0.43, 0.18, -0.38], [4.13, 0.99, 2.45], [-0.28, -0.23, -0.20], [-4.21, 2.04, -2.74], [0.53, -2.19, 0.49], [-0.41, -0.28, 0.03], [-0.39, 1.03, -0.46], [0.97, -1.28, 0.80], [-0.42, -0.15, -0.35], [0.13, 1.12, 1.99], [-3.24, -0.10, -2.11], [1.51, -0.71, -2.31], [1.48, -0.19, 2.46], [-0.31, 0.15, -0.40], [0.57, -0.20, 0.14], [-0.10, -0.36, -0.50], [-0.07, 0.41, 0.60], [-0.81, 0.25, 0.86], [-0.75, -0.79, 1.13], [-1.01, 0.56, -1.78], [2.62, -0.57, 0.51], [-0.69, -0.18, -0.14], [0.28, 0.72, -0.82], [0.11, 0.40, -0.24], [0.20, -0.43, 0.42], [3.92, 6.15, -1.00], [-1.29, -0.63, -1.22], [-3.96, 0.97, -1.37], [0.64, -6.13, 3.23], [0.26, -0.13, 0.20], [0.20, 0.21, -0.38], [-0.25, 0.60, 0.28], [0.48, -1.05, 0.28], [0.52, 0.34, -2.30], [-1.11, 2.05, 2.27], [-2.42, -5.64, 1.34], [3.45, 3.02, -1.24], [-0.18, 0.05, 0.00], [-0.32, 0.27, 0.00], [0.06, -0.06, -0.09], [-0.12, 0.26, 0.09]]
}